Entry 1:
The following is a DFT calculation (the ωB97M-V functional and the def2-TZVPD basis) of a 2-piece molecular cluster, C4H8BrNO overall at a distorted geometry.

Structure (XYZ):
```
15
C4H8BrNO the ωB97M-V functional and the def2-TZVPD basis
Br -0.308 0.103 -2.548
C 0.368 -0.757 -0.914
C 0.794 0.199 0.313
C -0.587 0.343 1.084
N -1.430 -0.634 0.801
C -0.745 -1.570 -0.149
H 1.185 -1.454 -1.234
H 1.683 -0.124 0.912
H 0.904 1.226 -0.195
H -0.882 1.148 1.807
H -2.384 -0.778 1.133
H -1.363 -2.312 -0.720
H -0.117 -2.192 0.569
O 1.466 3.332 0.045
H 1.416 3.470 -0.905
```

Its relative energy (zero: lowest compared OMol25 entry of this formula, charge and spin) is 119.6 kcal per mole. Its gap between HOMO and LUMO is 4.53 eV. Its strongest force on any atom is 0.066 Eh/bohr.


Entry 2:
The following is a DFT calculation (the ωB97M-V functional and the def2-TZVPD basis) of C32H16F5N4OPtS2Se as an isolated structure.

Structure (XYZ):
```
62
C32H16F5N4OPtS2Se the ωB97M-V functional and the def2-TZVPD basis
Pt -0.770 -0.704 -0.071
S -3.324 0.594 4.939
C -3.645 0.955 6.573
C -2.502 1.161 7.283
C -1.341 1.028 6.488
C -1.618 0.720 5.180
C -0.669 0.501 4.096
C -1.132 0.188 2.799
N -0.310 -0.029 1.786
C 1.025 0.047 1.988
C 1.589 0.362 3.219
C 3.028 0.437 3.284
C 3.795 0.243 2.188
C 3.212 -0.060 0.903
C 3.912 -0.213 -0.297
C 3.242 -0.450 -1.496
C 1.840 -0.566 -1.444
N 1.176 -0.474 -0.298
C 1.828 -0.191 0.856
C 3.930 -0.596 -2.772
C 3.384 -0.878 -4.002
C 4.351 -0.956 -5.028
C 5.614 -0.734 -4.563
S 5.641 -0.429 -2.890
C 0.706 0.585 4.282
H -4.664 0.989 6.924
H -2.489 1.397 8.336
H -0.345 1.155 6.887
H -2.193 0.103 2.594
H 3.492 0.670 4.234
H 4.872 0.329 2.257
H 4.992 -0.127 -0.293
H 1.256 -0.774 -2.327
H 2.330 -1.030 -4.187
H 4.125 -1.167 -6.062
H 6.538 -0.731 -5.120
H 1.105 0.826 5.259
Se -2.923 -1.520 -2.550
N -1.337 -1.787 -1.693
C -0.750 -2.862 -2.231
C 0.477 -3.465 -1.846
C 0.894 -4.565 -2.528
C 0.148 -5.143 -3.609
C -1.037 -4.621 -3.992
C -1.523 -3.464 -3.304
N -2.675 -2.890 -3.585
H 1.047 -3.083 -1.013
H 1.821 -5.042 -2.236
H 0.544 -6.019 -4.103
H -1.636 -5.042 -4.787
F -5.061 5.993 -2.106
C -4.420 5.002 -1.650
C -3.179 5.264 -0.991
F -2.781 6.499 -0.894
C -2.493 4.204 -0.508
F -1.366 4.315 0.100
C -3.032 2.794 -0.641
O -2.452 1.870 -0.149
C -4.336 2.629 -1.373
F -4.765 1.415 -1.497
C -5.003 3.699 -1.845
F -6.142 3.637 -2.471
```

Its gap between HOMO and LUMO is 2.40 eV. Its net charge is +3. Its strongest force on any atom is 0.017 Eh/bohr.


Entry 3:
The following is a DFT calculation (the ωB97M-V functional and the def2-TZVPD basis) of C13H34BeN3O6 as an isolated structure at a distorted geometry.

Structure (XYZ):
```
57
C13H34BeN3O6 the ωB97M-V functional and the def2-TZVPD basis
Be 0.021 0.619 -0.248
O 1.202 4.019 -1.911
C 0.780 2.874 -1.370
O 0.835 2.779 -0.107
O 0.310 1.889 -2.006
H 1.463 4.578 -1.169
C -4.226 2.500 -0.303
C -2.761 2.200 0.018
C -2.505 1.796 1.453
O -1.147 1.437 1.649
C -0.780 1.464 3.015
N -2.310 1.004 -0.780
H -4.287 3.184 -1.148
H -4.652 2.943 0.598
H -4.807 1.618 -0.577
H -2.110 2.998 -0.342
H -3.033 0.863 1.709
H -2.908 2.534 2.153
H -1.221 0.721 3.683
H -0.930 2.476 3.401
H 0.305 1.387 3.014
H -2.565 1.336 -1.716
H -3.124 0.387 -0.699
C 4.104 -0.462 1.831
C 3.092 0.075 0.826
C 3.046 -0.718 -0.441
O 2.048 -0.282 -1.334
C 2.052 -1.029 -2.548
N 1.757 0.161 1.483
H 5.079 -0.573 1.346
H 3.889 -1.503 2.093
H 4.192 0.194 2.692
H 3.368 1.111 0.615
H 2.877 -1.756 -0.116
H 4.014 -0.653 -0.945
H 1.483 -0.388 -3.218
H 1.687 -2.054 -2.498
H 3.065 -1.038 -2.959
H 1.541 -0.712 1.966
H 1.929 0.743 2.299
C -0.055 -3.781 0.960
C -0.071 -2.438 0.253
C -0.635 -2.465 -1.158
O -0.602 -1.139 -1.629
C -1.202 -0.989 -2.923
N -0.774 -1.364 0.950
H 0.365 -3.775 1.969
H 0.497 -4.549 0.418
H -1.074 -4.131 1.154
H 0.969 -2.117 0.171
H -1.662 -2.862 -1.162
H -0.108 -3.236 -1.733
H -0.664 -1.566 -3.676
H -1.201 0.058 -3.213
H -2.220 -1.375 -2.830
H -0.577 -1.383 1.953
H -1.759 -1.610 1.084
```

Its relative energy (zero: lowest compared OMol25 entry of this formula, charge and spin) is 0.0 kcal per mole. Its gap between HOMO and LUMO is 9.70 eV. Its net charge is +1. Its strongest force on any atom is 0.050 Eh/bohr.


Entry 4:
The following is a DFT calculation (the ωB97M-V functional and the def2-TZVPD basis) of a 2-piece molecular cluster, C7H12O overall at a distorted geometry.

Structure (XYZ):
```
20
C7H12O the ωB97M-V functional and the def2-TZVPD basis
C -0.487 1.482 -0.551
C -0.642 2.247 0.514
C -2.271 -0.103 -1.196
C -1.108 0.117 -0.602
C -0.228 -0.922 0.028
C 0.647 -1.589 -0.695
C 1.552 -2.671 -0.099
H 0.101 1.773 -1.416
H -0.300 3.253 0.666
H -1.179 1.894 1.392
H -2.846 0.646 -1.717
H -2.627 -1.122 -1.177
H -0.289 -0.867 1.111
H 0.788 -1.641 -1.764
H 2.101 -2.276 0.735
H 0.991 -3.563 0.168
H 2.337 -2.961 -0.797
H 1.853 2.157 1.507
H 2.395 0.848 1.713
O 1.576 1.323 1.919
```

Its relative energy (zero: lowest compared OMol25 entry of this formula, charge and spin) is 54.1 kcal per mole. Its gap between HOMO and LUMO is 9.92 eV. The SMILES is C=CC(=C)/C=C/C.O. Its strongest force on any atom is 0.053 Eh/bohr.


> The highest strongest force on any atom belongs to which entry?

C4H8BrNO


> What is the formula in the second record?

C32H16F5N4OPtS2Se


> Which of these has the highest gap between HOMO and LUMO?

C7H12O


> Which value of gap between HOMO and LUMO does entry 4 give?

9.92 eV